75
Properties=species:S:1:pos:R:3:forces:R:3 method="wB97M-V/def2-TZVPD" molar_mass_g_mol=538.737 gap_ev=6.48 e_lumo_ev=-3.99 homo_energy_ha=-0.38467 charge=+1
C 5.0836 1.5304 1.3068 -0.26 -0.71 0.15
O 4.8528 0.1443 1.6638 -0.40 0.34 -0.17
C 3.6013 -0.2476 2.0351 -0.25 0.11 0.29
C 3.4388 -1.6115 2.4007 0.44 0.97 -0.49
C 2.2534 -2.0181 2.9667 -0.07 0.02 0.40
C 1.2227 -1.1105 3.2702 -0.27 0.18 -0.22
C 0.0004 -1.6030 4.0890 -0.38 0.73 -2.69
C -1.2568 -0.7783 3.7642 0.42 -0.40 0.42
C -2.2949 -1.4470 3.1054 -0.31 0.31 -0.13
C -3.4195 -0.7332 2.7136 0.57 1.04 0.45
C -3.4646 0.6609 2.9474 0.22 -0.54 -0.11
O -4.5676 1.2685 2.4341 -0.05 -0.99 -0.10
C -5.3653 0.2114 1.7596 -0.02 0.72 -0.08
C -4.6715 -1.1354 2.0112 -0.41 -0.25 -0.05
C -2.4444 1.3338 3.6290 -0.81 0.01 -0.30
C -1.3634 0.5896 4.0722 0.14 -0.74 -0.10
C 1.3143 0.1666 2.6988 0.07 -0.21 0.37
C 2.4875 0.6181 2.1065 0.91 -0.33 -0.28
H 6.1588 1.5804 1.1498 -0.11 0.13 -0.02
H 4.5537 1.7909 0.3810 0.10 -0.07 0.21
H 4.7848 2.2094 2.1180 0.06 -0.22 -0.16
H 4.2716 -2.3030 2.2458 -0.33 0.25 0.02
H 2.1461 -3.0681 3.2381 0.05 0.28 -0.06
H -0.2071 -2.5919 3.6545 0.05 0.13 0.12
H -2.2239 -2.5224 2.8946 0.04 0.46 0.07
H -6.3784 0.2551 2.1790 0.34 0.06 -0.15
H -5.4015 0.4618 0.6885 0.01 0.02 0.43
H -4.4827 -1.6723 1.0769 0.00 0.06 0.14
H -5.3039 -1.7721 2.6425 0.19 0.02 -0.11
H -2.5213 2.4092 3.7579 0.07 -0.15 0.14
H -0.5620 1.0736 4.6328 -0.14 0.00 -0.21
H 0.4711 0.8480 2.6897 0.15 -0.14 0.18
H 2.5432 1.6359 1.7033 -0.04 -0.50 0.21
C -1.9233 -2.9107 8.2503 -0.08 -0.27 0.21
C -1.9695 -1.4620 7.7762 -0.96 -0.10 0.79
C -2.8435 -1.3168 6.5390 0.11 0.14 -0.22
N -2.5885 -0.6153 8.8425 1.68 -0.02 -0.14
C -1.6731 0.0523 9.4606 -0.51 -1.30 -1.54
S -2.0335 1.1141 10.7682 -1.06 0.43 -0.29
C -3.8601 1.1833 10.3085 0.07 0.38 0.78
C -4.5561 2.2012 11.1315 -0.42 1.10 0.96
N -5.0743 3.0172 11.7844 1.01 -1.67 -1.34
C -0.2479 -0.2081 8.9267 -0.50 1.31 0.71
C 0.5395 1.0815 8.7479 0.03 0.14 -0.03
C 0.4458 -1.1340 9.9220 0.26 -0.47 -0.03
N -0.5806 -0.8807 7.6521 0.75 0.18 -1.73
C 0.1588 -0.8304 6.5624 -0.13 -0.49 1.49
C 0.1958 -1.9276 5.5400 -0.56 -0.54 1.18
C 1.4942 -2.7510 5.7028 -0.20 0.54 0.79
C 1.4268 -4.1137 5.4186 0.03 -0.04 -0.07
C 2.6004 -4.8578 5.3076 -0.10 0.15 0.15
C 3.8366 -4.2306 5.4949 -0.17 0.10 0.06
C 3.8936 -2.8837 5.8556 -0.19 0.16 0.24
C 2.7145 -2.1417 6.0030 0.08 -0.48 -0.40
H -2.9316 -3.3301 8.1687 0.19 0.07 0.07
H -1.2488 -3.5221 7.6361 -0.14 0.18 0.15
H -1.6147 -2.9667 9.3006 -0.11 -0.13 -0.36
H -3.8917 -1.4053 6.8538 0.38 -0.04 0.06
H -2.7120 -0.3302 6.0799 -0.06 -0.26 0.00
H -2.6420 -2.1018 5.8044 -0.07 0.26 0.07
H -3.9326 1.4456 9.2435 0.06 -0.17 0.43
H -4.2787 0.1853 10.4915 0.07 0.42 -0.15
H 0.5426 1.6073 9.7138 0.14 -0.13 -0.36
H 1.5785 0.8793 8.4565 -0.21 0.11 0.10
H 0.0615 1.7395 8.0115 0.13 -0.10 0.13
H 0.5766 -0.5831 10.8619 0.02 -0.13 -0.22
H -0.1635 -2.0192 10.1337 0.29 0.24 0.00
H 1.4311 -1.4548 9.5579 -0.21 0.10 0.07
H 0.9251 -0.0473 6.5059 -0.14 -0.34 0.34
H -0.6399 -2.5995 5.7882 0.33 0.16 0.03
H 0.4504 -4.5712 5.2194 0.40 0.09 0.09
H 2.5359 -5.9227 5.0806 0.12 0.32 0.00
H 4.7557 -4.7962 5.3706 -0.14 0.08 0.05
H 4.8541 -2.3910 6.0244 -0.29 -0.25 -0.07
H 2.7538 -1.0829 6.2622 0.18 -0.30 -0.16

=====

76
Properties=species:S:1:pos:R:3:forces:R:3 method="wB97M-V/def2-TZVPD" molar_mass_g_mol=615.975 s2=2.019 gap_ev="4.18 / 6.47" e_lumo_ev="-0.45 / -0.37" multiplicity=3 homo_energy_ha="-0.17037 / -0.25134"
C -0.1921 0.4686 -1.0416 -0.79 0.75 -0.52
C -0.6536 0.1024 -2.3555 0.87 1.59 -0.36
C -1.4387 1.2759 -2.8048 -0.40 -0.92 0.33
H -0.1721 -0.6050 -3.0264 0.20 0.36 0.06
C -1.7141 2.0521 -1.6535 0.68 0.53 -0.64
C -0.9130 1.5887 -0.5936 0.64 -0.12 -0.56
H -0.7557 2.0857 0.3631 -0.22 -0.21 -0.28
H 0.6914 0.1059 -0.5632 -0.25 -0.49 0.32
H -1.5962 1.5823 -3.8440 -0.41 -0.44 0.48
H -2.3355 2.9470 -1.6245 0.26 -0.28 -0.09
Ni -2.6396 -0.4458 -2.0692 1.80 0.95 0.01
Si -3.1406 -4.6666 0.7699 1.24 0.57 0.54
C -2.3344 -4.8444 -0.8848 0.23 -0.21 -0.48
C -2.2419 -6.0748 -1.5486 -0.04 0.14 -0.18
H -2.5346 -6.9746 -1.0099 0.00 0.03 -0.28
C -1.7954 -6.1416 -2.8729 0.07 -0.28 -0.01
H -1.7337 -7.1131 -3.3831 -0.10 0.47 0.26
C -1.4207 -4.9824 -3.5522 -0.03 0.09 0.33
H -1.1188 -5.0177 -4.5943 -0.01 -0.10 0.11
C -1.4271 -3.7596 -2.8776 -0.05 -0.21 0.15
H -1.1267 -2.8389 -3.3868 -0.07 -0.31 0.18
C -1.8568 -3.7100 -1.5541 -0.17 0.34 -0.12
H -1.8550 -2.7460 -1.0315 0.05 -0.26 -0.21
C -4.4289 -0.0462 -1.7676 -0.87 1.57 -1.21
C -4.4747 0.5199 -3.1083 -0.53 -0.27 1.75
H -4.5639 -0.1320 -3.9797 0.29 0.33 0.18
C -4.7146 1.8905 -3.2074 -0.19 0.03 -0.30
H -4.7744 2.3500 -4.1830 -0.02 0.04 -0.10
C -4.9688 2.6574 -2.0892 0.10 0.39 0.19
H -5.2017 3.7207 -2.2093 0.08 -0.42 0.00
C -4.9252 2.1215 -0.7944 0.13 -0.37 -0.18
H -5.1277 2.7380 0.0638 -0.06 0.22 0.12
C -4.6230 0.7915 -0.6085 -0.38 -1.05 -0.84
H -4.6930 0.2884 0.3668 0.25 0.43 -0.41
H -2.1298 -4.1892 1.7528 -0.17 -0.23 0.06
Si -4.8684 -1.8252 -1.7232 -2.73 -1.63 1.92
C -6.7566 -1.5416 -1.4841 -0.62 -0.52 0.15
C -7.5806 -1.6076 -2.6254 -0.37 0.45 0.15
H -7.2476 -2.1529 -3.5088 0.12 0.39 0.02
C -8.8548 -1.0104 -2.6467 0.04 -0.23 0.18
H -9.4413 -0.9999 -3.5700 0.22 -0.14 0.29
C -9.3873 -0.4242 -1.4938 0.47 0.08 -0.14
H -10.3626 0.0756 -1.5223 0.44 -0.24 0.04
C -8.6413 -0.4849 -0.3120 0.08 -0.30 -0.11
H -9.0407 -0.0379 0.6034 0.11 -0.34 -0.25
C -7.3777 -1.1003 -0.2959 -0.22 0.51 -0.21
H -6.8982 -1.2246 0.6762 0.21 0.26 -0.31
C -4.8515 -3.2917 -2.8849 0.43 0.35 -0.61
C -4.4222 -3.0854 -4.2010 -0.15 -0.29 -0.06
H -3.9620 -2.1406 -4.5107 -0.16 -0.31 0.17
C -4.5637 -4.0925 -5.1492 0.11 -0.08 -0.10
H -4.2401 -3.8783 -6.1626 -0.05 -0.20 0.01
C -5.0570 -5.3502 -4.7989 0.23 0.18 0.11
H -5.0714 -6.1526 -5.5428 -0.13 0.30 0.30
C -5.4582 -5.5796 -3.4792 0.11 0.30 -0.10
H -5.8059 -6.5669 -3.1766 -0.01 0.27 -0.06
C -5.3943 -4.5459 -2.5415 0.02 0.13 0.02
H -5.7793 -4.7274 -1.5323 0.23 0.12 -0.28
H -3.9222 -5.7823 1.2006 -0.32 -0.99 0.23
Cl -4.3622 -2.7252 0.3657 -0.24 0.58 -0.69
C 1.0936 -2.6031 -0.9186 -0.10 0.02 0.40
O 0.1575 -1.9241 -0.0776 0.52 -0.82 -0.02
C 0.3342 -2.1557 1.3048 0.23 -0.39 -0.44
C -0.5560 -1.2289 2.1260 -0.50 0.38 0.16
O -1.3553 -0.3927 1.3042 -0.41 -0.06 0.95
C -2.1547 0.4982 2.0896 0.52 -0.17 -0.04
H 0.8079 -2.4044 -1.9601 0.03 -0.03 0.42
H 1.0765 -3.6965 -0.7465 -0.01 0.36 -0.05
H 2.1217 -2.2287 -0.7609 -0.28 -0.09 0.07
H 0.0561 -3.1979 1.5318 0.30 0.08 -0.01
H 1.3809 -1.9765 1.6176 -0.20 -0.25 -0.30
H -1.2211 -1.8566 2.7474 0.25 0.32 0.12
H 0.1015 -0.6077 2.7626 -0.41 -0.13 0.05
H -2.7402 -0.0447 2.8452 0.07 -0.02 -0.09
H -2.8374 1.0182 1.4147 0.23 -0.09 0.03
H -1.5257 1.2531 2.6110 -0.23 -0.37 -0.23

=====

87
Properties=species:S:1:pos:R:3:forces:R:3 method="wB97M-V/def2-TZVPD" molar_mass_g_mol=897.866 s2=8.787 gap_ev="5.82 / 3.95" e_lumo_ev="-6.60 / -9.45" multiplicity=6 homo_energy_ha="-0.45633 / -0.49220" charge=+2
Ir -0.8934 0.0397 -0.7731 4.46 1.77 1.41
C -4.8144 -2.1661 -4.2731 -0.03 -0.73 -0.82
C -3.8160 -1.5975 -4.9660 -0.80 -0.49 -0.69
C -3.9772 -0.3838 -5.8497 0.21 0.44 0.19
C -4.8201 0.7772 -5.2236 0.46 0.47 -0.86
C -4.6103 1.0362 -3.7582 -0.33 1.17 -1.84
C -4.8034 0.1919 -2.7358 -0.69 -0.43 1.10
C -6.0226 -0.6575 -2.6818 -0.42 -0.99 0.40
C -6.1339 -1.5584 -3.9206 -0.64 0.18 -0.17
C -1.2051 0.8528 1.1046 -1.27 0.18 1.48
H -4.7973 -3.2426 -4.0645 0.49 0.80 0.16
H -2.9055 -2.1809 -5.1537 -0.58 0.01 -0.08
H -4.4856 -0.6895 -6.7930 0.35 0.16 0.59
H -2.9781 -0.0093 -6.1614 -0.61 -0.07 0.17
H -4.5731 1.7131 -5.7620 -0.25 -0.48 0.19
H -5.8681 0.5533 -5.4760 0.10 0.34 0.47
H -4.4219 2.0985 -3.5371 0.34 -0.32 0.35
H -4.2253 0.2647 -1.8157 -0.06 0.09 -0.15
H -6.9347 -0.0266 -2.6013 0.57 -0.15 0.01
H -5.9687 -1.2567 -1.7631 -0.06 0.08 -0.23
H -6.8450 -2.3693 -3.7287 0.03 0.30 0.13
H -6.5691 -0.9697 -4.7328 0.04 -0.34 -0.03
H -1.2411 0.0186 1.8243 -0.09 0.27 -0.18
H -2.1352 1.4278 1.1798 0.54 -0.09 0.29
H -0.3635 1.5023 1.3888 0.00 -0.23 -0.38
P -1.6752 1.7096 -1.9228 0.68 2.61 2.16
P -0.9452 -1.3390 -2.5058 1.04 -2.97 0.53
N -3.1390 2.3660 -1.1339 0.29 -0.70 -0.46
N -0.6725 3.1742 -1.8110 -0.91 -1.05 -0.16
N -2.0303 -2.5873 -2.0361 -0.14 0.10 -0.88
N 0.4478 -2.3334 -2.7920 -0.23 0.71 -0.08
C -1.5664 1.1898 -3.6635 -0.72 0.69 -1.27
C -1.1733 -0.2820 -3.9479 -0.45 -0.03 -0.68
C -3.9178 1.6328 -0.2172 -0.49 0.10 -0.75
C -5.0863 2.3256 0.0507 0.88 -0.07 -0.69
C -5.0253 3.5425 -0.6897 0.88 -0.40 -0.43
C -3.8230 3.5521 -1.3896 -0.84 -0.25 0.31
C -0.2382 3.7385 -0.6022 0.66 0.68 -0.32
C 0.5985 4.8142 -0.8807 -1.03 -1.17 -0.09
C 0.6592 4.9510 -2.3054 -0.93 -1.15 -0.13
C -0.1327 3.9426 -2.8470 0.83 0.69 0.21
C -2.5562 -2.6426 -0.7397 -1.14 -0.02 -0.16
C -3.6415 -3.5038 -0.7502 0.88 0.60 -0.20
C -3.7483 -4.0495 -2.0631 1.09 0.70 -0.51
C -2.7224 -3.4952 -2.8231 -0.73 -0.59 0.78
C 0.5114 -3.5632 -3.4701 1.05 -0.12 -0.16
C 1.8499 -3.8925 -3.6547 -1.24 0.78 0.41
C 2.6346 -2.8464 -3.0682 -1.09 0.50 0.12
C 1.7596 -1.9021 -2.5704 0.38 -0.50 -0.32
H -0.8466 1.8496 -4.1772 -0.23 -0.25 0.39
H -2.5332 1.4202 -4.1469 0.56 -0.13 0.05
H -1.9337 -0.7603 -4.5680 0.37 0.32 0.00
H -0.2268 -0.3112 -4.5094 -0.19 -0.10 0.30
H -3.6000 0.6609 0.1289 -0.03 0.13 0.00
H -5.8797 1.9694 0.6867 0.03 0.13 0.11
H -5.7892 4.2973 -0.7183 0.08 0.24 0.05
H -3.3763 4.3103 -2.0052 0.04 0.15 -0.12
H -0.5408 3.3113 0.3416 0.04 0.12 -0.13
H 1.1093 5.4169 -0.1403 -0.14 -0.10 -0.15
H 1.2101 5.7003 -2.8587 -0.13 -0.18 0.03
H -0.3380 3.6960 -3.8775 0.09 0.21 0.08
H -2.0884 -2.0778 0.0586 -0.23 -0.28 -0.07
H -4.2722 -3.7307 0.0924 0.09 -0.09 0.08
H -4.5369 -4.6862 -2.4440 0.34 -0.23 0.22
H -2.4048 -3.6916 -3.8400 -0.30 0.09 0.22
H -0.3873 -4.0996 -3.7346 0.26 0.02 0.06
H 2.2195 -4.7711 -4.1576 -0.07 -0.03 0.09
H 3.7075 -2.7876 -3.0171 0.04 -0.02 0.00
H 1.9324 -0.9680 -2.0616 0.08 0.02 -0.05
O 4.4288 -1.8449 4.7956 -0.69 1.27 -1.86
N 4.3551 -0.9508 3.9283 3.05 0.21 3.01
O 5.1552 0.0023 3.8973 -1.91 -1.41 -0.72
C 3.3008 -1.0371 2.9584 -1.11 0.03 -1.01
C 2.4512 -2.1451 3.0095 -0.64 -0.85 -0.10
C 1.4667 -2.2719 2.0548 0.39 0.65 0.04
C 1.2055 -1.2312 1.0862 -1.03 -0.65 -0.93
O 0.2076 -1.3680 0.2813 0.94 -0.47 1.49
C 2.0989 -0.1018 1.0809 0.81 0.78 -0.03
C 3.1408 -0.0337 2.0003 -0.19 0.19 -0.37
N 2.0017 0.9460 0.1300 0.59 -1.51 2.20
O 2.7975 1.8961 0.1984 0.49 0.76 -0.08
O 1.1308 0.9246 -0.8326 -2.25 -0.14 -1.93
N 0.5907 -3.4463 2.0027 -1.06 -2.21 0.70
O 0.1652 -3.8798 3.0917 0.88 1.15 -2.03
O 0.3680 -3.9633 0.9010 0.53 1.10 1.67
H 2.5808 -2.8899 3.7869 -0.01 0.01 -0.13
H 3.8223 0.8024 1.9371 0.04 -0.02 0.16

=====

Relative energy (zero: lowest compared OMol25 entry of this formula, charge and spin) values, unit eV, following the record order: 0.000 5.711 0.529.
E_tot values, unit hartree, following the record order: -1991.7456 -3977.4056 -2975.5219.